25
Properties=species:S:1:pos:R:3:forces:R:3 method="wB97M-V/def2-TZVPD" total_energy_ev=-24074.9384 spin_multiplicity=1 orbital_gap_ev=7.404
O 3.9404 -1.0647 -2.2513 0.46 1.01 -0.26
C 2.7374 -1.2221 -1.7256 -0.74 -2.99 0.33
N 2.2124 -2.4584 -1.8048 1.76 1.64 -0.49
N 1.0676 -2.7393 -1.2304 -1.68 0.78 0.78
C 0.3509 -1.8187 -0.5944 0.20 -2.58 -0.67
O -0.8640 -2.2751 -0.1142 1.17 0.87 -0.18
C 0.8780 -0.5186 -0.4418 -0.79 1.36 0.12
N 0.1959 0.4514 0.1710 -1.03 -0.31 0.55
C 0.7759 1.6264 0.2762 -1.99 -2.60 0.39
N 0.2512 2.6256 0.9475 -2.03 1.90 2.14
C -0.6602 2.5221 1.9995 0.22 -1.22 -1.07
C -1.5517 1.5334 2.2811 -0.16 -0.50 -0.62
C -2.1230 1.9312 3.5203 0.37 0.71 0.46
C -1.5285 3.1126 3.8562 -1.24 -0.71 1.50
O -0.5837 3.4876 2.9359 -0.78 -0.29 0.12
N 1.9298 1.9668 -0.1611 5.22 0.23 -2.82
C 2.6219 1.0706 -0.8391 -0.40 1.04 0.94
C 2.1195 -0.2063 -1.0124 -0.42 -0.98 -0.29
H 4.1534 -1.8760 -2.7092 0.19 -0.62 -0.26
H -0.8857 -3.2280 -0.3324 0.14 0.51 0.00
H 0.9571 3.3168 1.0532 0.17 0.96 0.19
H -1.7881 0.6325 1.6791 0.41 1.04 0.55
H -2.8334 1.3818 4.1314 0.10 0.30 -0.25
H -1.7612 3.6735 4.7750 0.80 0.16 -0.96
H 3.6176 1.3046 -1.1803 0.06 0.28 -0.17